[1]
36 unconnected molecules or ions with the total composition F6H70O35P in a non-equilibrium geometry, computed with the ωB97M-V functional and the def2-TZVPD basis.

Structure (XYZ):
```
112
Properties=species:S:1:pos:R:3:lowdin_charge:R:1
P 0.22 0.35 -0.42 0.27
F 0.48 0.56 -2.02 -0.13
F 1.56 1.22 -0.07 -0.16
F -0.69 1.68 -0.35 -0.12
F 0.00 0.09 1.20 -0.16
F -1.05 -0.64 -0.62 -0.14
F 1.07 -1.03 -0.44 -0.16
O 5.07 -1.74 -2.77 -0.05
H 4.88 -1.67 -1.84 0.02
H 5.30 -2.66 -2.90 0.04
O -1.21 5.93 -2.40 -0.03
H -0.28 5.71 -2.37 0.06
H -1.23 6.82 -2.75 0.07
O -0.86 3.45 -3.66 -0.03
H -1.43 3.98 -3.10 0.02
H -0.35 2.92 -3.05 0.03
O 3.53 -0.92 3.55 -0.03
H 2.87 -1.34 3.00 0.00
H 3.54 -0.01 3.25 -0.01
O -5.44 2.74 -1.90 -0.03
H -5.21 2.60 -2.81 0.05
H -5.24 1.91 -1.47 0.01
O -3.03 3.23 -0.34 -0.04
H -3.66 3.78 -0.80 0.03
H -2.44 3.85 0.08 0.01
O 6.31 -1.05 0.53 -0.08
H 5.49 -1.45 0.81 -0.03
H 6.11 -0.13 0.42 -0.07
O -0.28 -3.52 -1.06 -0.02
H -0.78 -2.71 -0.94 0.03
H 0.61 -3.21 -1.26 0.02
O -1.82 0.34 -3.52 -0.04
H -2.46 0.11 -2.84 0.02
H -1.25 0.99 -3.10 0.01
O -1.99 0.30 -6.16 -0.07
H -1.76 1.21 -6.37 0.01
H -1.93 0.25 -5.21 -0.05
O -3.33 -3.37 4.63 -0.07
H -4.09 -3.44 4.04 0.02
H -2.65 -2.98 4.09 -0.01
O -0.62 3.01 2.24 -0.05
H -0.31 2.27 1.71 0.00
H 0.16 3.31 2.71 0.05
O 4.58 -2.81 1.47 -0.05
H 3.64 -2.83 1.27 -0.01
H 4.63 -2.74 2.42 0.04
O 4.84 1.76 2.80 -0.04
H 5.38 2.21 3.44 0.06
H 5.46 1.34 2.21 0.02
O -0.32 -3.81 -5.35 -0.05
H 0.30 -3.50 -4.69 -0.01
H -0.87 -3.05 -5.53 0.03
O -1.10 5.42 0.68 -0.04
H -0.18 5.55 0.47 0.05
H -1.11 4.68 1.28 0.00
O 1.94 -2.62 1.46 -0.04
H 1.50 -2.20 0.72 0.02
H 1.30 -2.59 2.17 0.03
O 5.89 1.41 0.35 -0.03
H 6.79 1.72 0.29 0.09
H 5.36 2.15 0.05 0.08
O -0.90 -6.06 -0.78 -0.08
H -1.67 -5.93 -1.35 0.01
H -0.48 -5.21 -0.76 -0.04
O 3.16 5.06 0.77 -0.05
H 3.10 4.94 -0.17 0.03
H 2.68 4.32 1.14 -0.01
O -2.24 -1.12 3.49 -0.05
H -2.57 -0.73 2.68 0.00
H -1.71 -0.43 3.88 -0.01
O -0.71 1.09 4.61 -0.03
H -0.60 0.88 3.68 0.02
H -0.40 1.99 4.69 0.06
O -4.12 -2.45 -0.29 -0.04
H -4.47 -1.58 -0.50 0.01
H -4.05 -2.46 0.66 0.02
O -3.44 0.73 -1.21 -0.06
H -2.84 0.27 -0.62 0.01
H -3.39 1.64 -0.94 -0.02
O 2.97 -4.93 -3.76 -0.06
H 2.44 -5.68 -3.49 0.03
H 2.54 -4.18 -3.35 -0.04
O 0.94 -3.21 4.04 -0.02
H 0.43 -4.01 3.93 0.05
H 1.44 -3.35 4.85 0.06
O -5.14 -0.67 1.80 -0.03
H -6.06 -0.43 1.74 0.05
H -4.99 -0.85 2.73 0.04
O 0.89 4.54 -5.68 -0.07
H 1.53 3.88 -5.95 0.03
H 0.16 4.03 -5.32 -0.02
O 1.72 -2.67 -3.04 -0.03
H 2.39 -1.98 -3.06 0.06
H 0.91 -2.21 -2.79 0.04
O -4.08 -4.46 -2.66 -0.06
H -3.76 -3.66 -2.25 0.00
H -4.58 -4.90 -1.97 0.03
O 1.48 -5.73 1.99 -0.05
H 1.91 -6.28 1.34 0.04
H 1.93 -4.89 1.94 -0.01
O 2.10 2.38 2.22 -0.04
H 2.27 1.87 1.43 0.01
H 2.80 2.12 2.83 0.02
O 0.15 -1.00 6.48 -0.06
H -0.21 -1.85 6.21 0.01
H -0.20 -0.38 5.85 -0.02
O -3.39 6.26 -0.75 -0.06
H -3.24 6.33 0.19 0.02
H -2.53 6.08 -1.12 -0.04
O -2.64 1.11 2.11 -0.04
H -2.07 1.86 1.93 -0.01
H -3.25 1.09 1.38 0.02
```

Properties
**E_tot**: -98405.36444 eV
**E_HOMO**: -8.3 eV
**Total charge**: -1


[2]
2 unconnected molecules or ions with the total composition C2H5NO, computed with the ωB97M-V functional and the def2-TZVPD basis.

Structure (XYZ):
```
9
Properties=species:S:1:pos:R:3:lowdin_charge:R:1
C 1.28 -0.06 0.06 -0.17
N 0.77 -0.41 -1.05 0.02
C -1.45 -0.02 0.38 -0.21
O -1.95 -1.11 0.56 0.00
H 1.31 -0.78 0.88 0.08
H 1.65 0.95 0.29 0.08
H -0.80 0.47 1.13 0.07
H 0.77 0.37 -1.71 0.05
H -1.58 0.58 -0.54 0.08
```

Properties
**E_tot**: -5690.64807 eV
**Relative energy (zero: lowest compared OMol25 entry of this formula, charge and spin)**: 59.53 kcal per mole
**E_HOMO**: -10.0 eV
**Structure (SMILES)**: C=N.C=O


[3]
C22H29N5O3 in the gas phase in a non-equilibrium geometry, computed with the ωB97M-V functional and the def2-TZVPD basis.

Structure (XYZ):
```
59
Properties=species:S:1:pos:R:3:lowdin_charge:R:1
C 5.62 3.39 1.40 -0.11
C 4.24 3.91 1.80 -0.26
C 3.13 2.86 1.75 -0.18
H 2.20 3.35 2.00 0.11
C 3.34 1.69 2.72 -0.16
N 4.04 0.57 2.12 0.08
C 3.57 -0.68 2.18 -0.51
O 2.54 -0.98 2.76 0.06
C 4.41 -1.72 1.44 -0.08
H 4.10 -2.70 1.81 0.11
H 5.46 -1.58 1.68 0.12
C 4.21 -1.64 -0.09 -0.12
C 2.89 -1.01 -0.46 -0.13
C 1.70 -1.64 -0.15 -0.16
N 0.57 -1.00 -0.47 0.01
N -0.69 -1.39 -0.30 0.17
C -1.41 -0.37 -0.77 -0.29
N -0.67 0.66 -1.24 0.20
C 0.57 0.27 -1.06 -0.32
N 1.71 0.87 -1.38 0.19
C 2.83 0.25 -1.11 -0.28
C 4.06 0.97 -1.57 -0.03
H 3.76 1.92 -2.00 0.09
H 4.76 1.16 -0.75 0.05
H 4.58 0.39 -2.34 0.09
C -2.86 -0.37 -0.79 -0.15
C -3.52 0.74 -1.33 0.02
C -4.90 0.74 -1.36 -0.26
C -5.62 -0.36 -0.87 0.06
C -4.96 -1.45 -0.35 -0.26
C -3.56 -1.46 -0.31 0.05
H -3.04 -2.31 0.10 0.12
O -5.57 -2.56 0.15 -0.08
C -6.98 -2.61 0.14 -0.09
H -7.24 -3.57 0.58 0.09
H -7.37 -2.56 -0.88 0.10
H -7.42 -1.81 0.74 0.10
H -6.70 -0.30 -0.93 0.11
O -5.67 1.76 -1.86 -0.08
C -5.01 2.89 -2.37 -0.09
H -5.80 3.56 -2.70 0.09
H -4.37 2.63 -3.21 0.10
H -4.41 3.39 -1.60 0.10
H -2.92 1.55 -1.69 0.10
C 1.55 -2.96 0.51 0.01
H 2.32 -3.66 0.19 0.09
H 0.56 -3.36 0.30 0.08
H 1.63 -2.82 1.59 0.09
H 5.02 -1.06 -0.53 0.10
H 4.26 -2.65 -0.51 0.12
H 4.90 0.77 1.64 0.12
H 2.38 1.29 3.05 0.12
H 3.89 2.04 3.61 0.13
H 3.03 2.47 0.74 0.10
H 4.30 4.33 2.81 0.11
H 3.97 4.72 1.12 0.11
H 6.34 4.21 1.40 0.07
H 5.60 2.96 0.41 0.06
H 5.98 2.64 2.11 0.07
```

Properties
**E_tot**: -36878.33267 eV
**Relative energy (zero: lowest compared OMol25 entry of this formula, charge and spin)**: 56.99 kcal per mole
**E_HOMO**: -8.1 eV
**Structure (SMILES)**: CCCCNC(=O)CCc1c(C)nc2nc(-c3cc(OC)cc(OC)c3)nn2c1C


> Which value of E_tot does entry 2 give?

-5690.64807 eV


> What is the formula in the first record?

F6H70O35P


> Number 1 is which compound?

F6H70O35P


> Number 1 is which compound?

F6H70O35P